Entry 1:
C51H65GeN4O3PTl | ωB97M-V/def2-TZVPD

Last column: Mulliken charge in e.
Element x y z (Å)
C -0.52 -2.86 -3.68  0.036
H 0.49 -1.08 6.40  0.477
C 0.97 3.44 1.27  -1.531
H -5.16 -2.13 1.29  0.349
C -4.72 -2.49 -1.82  -0.916
H 1.09 -3.25 -1.10  -0.362
H 3.91 -3.75 1.24  0.352
H 0.72 1.06 -6.64  0.407
C 0.56 1.10 4.70  -1.506
C -4.89 -0.35 -2.89  -0.652
H -0.48 7.84 1.55  0.418
H 5.60 2.03 0.75  0.598
C -1.17 -0.69 4.37  -1.497
C -3.35 -2.43 -1.91  -0.338
C -0.16 2.42 -3.67  -0.812
H 1.66 -4.92 -0.90  0.577
H -0.30 -4.29 0.78  0.159
H -1.85 -5.49 -5.31  0.449
H 3.88 2.41 0.66  0.059
Tl 0.58 -0.18 0.54  3.970
N -0.24 -1.55 -1.21  0.245
C 2.22 1.48 -1.55  0.588
C 0.19 5.81 1.46  -0.786
C -1.36 6.79 -0.10  -0.603
C -1.67 -0.52 1.06  -0.717
H 1.63 1.31 4.71  0.158
C -5.50 -1.45 -2.31  -0.694
C 3.00 1.51 -2.72  -1.051
C -1.10 -4.83 -4.91  -0.684
C 4.35 0.63 1.81  1.585
C -2.75 1.74 0.51  -0.386
C -3.05 -2.42 1.56  -0.995
H -4.91 3.23 2.61  0.400
H -3.36 1.94 -0.39  0.540
H 5.44 -0.99 0.91  0.334
H 0.14 1.33 5.68  0.439
H -1.40 3.08 2.34  -0.180
H 2.93 -4.37 2.59  0.517
H 3.92 -0.16 -3.83  0.530
N -3.25 2.60 1.57  0.320
H 4.53 1.09 -0.30  0.326
H 2.04 -0.96 5.55  0.422
P -0.90 -1.42 -2.61  1.685
H -2.53 -3.47 -4.09  0.446
H -4.75 1.47 2.58  0.311
H 0.32 -4.07 2.43  0.134
C -0.50 1.26 -3.00  -0.008
C -4.04 -0.37 0.84  -0.613
H -6.57 -1.50 -2.24  0.377
C -3.51 -0.30 -3.00  -0.366
C -4.61 2.39 1.99  -1.010
O 3.11 -0.02 1.66  1.307
H -0.22 3.38 -3.18  0.372
H 0.93 -2.28 5.18  0.372
H 0.80 5.90 2.34  0.461
H 6.45 0.10 1.85  0.477
H 5.31 1.95 3.25  0.466
O 0.87 -0.67 3.10  -0.413
H -1.69 -0.12 3.60  -0.045
H -2.03 5.50 -1.67  0.459
C -2.73 -1.35 -2.53  -0.020
C 0.29 2.34 -4.98  -0.735
H 2.25 -4.49 -4.72  0.461
H -0.66 3.59 -0.94  -0.312
C 2.73 -0.58 -2.01  -0.616
C -0.43 0.03 -3.63  0.510
H -2.24 1.80 3.26  0.297
H -3.14 -3.45 1.87  0.487
H -2.77 3.49 3.37  0.563
H 2.79 -1.64 -1.86  0.426
C -0.55 6.90 1.02  -0.642
H -1.60 -0.45 5.34  0.516
H -2.73 -3.22 -1.51  0.562
H -0.84 1.29 -1.97  0.277
H 4.23 0.73 3.96  0.295
H -1.33 -1.75 4.17  0.382
H 0.53 -6.03 -5.59  0.393
C 3.32 0.20 -3.01  -1.788
C 1.80 2.53 -0.72  -0.644
H 2.82 -3.60 -1.01  0.448
C -2.79 0.25 0.80  2.002
H -5.27 2.36 1.12  0.290
C 1.84 -3.88 -0.63  -1.171
C 0.99 -1.23 5.45  -2.013
C 0.33 -0.38 4.36  1.628
C -2.37 2.73 2.70  -0.769
C -1.40 5.59 -0.79  -0.954
N 2.07 0.19 -1.15  0.501
H 2.12 3.54 -0.98  0.121
C -4.18 -1.69 1.24  -1.042
H 3.54 2.13 3.14  0.150
H -4.92 0.18 0.55  0.512
C 5.49 -0.40 1.82  -1.972
C 1.21 -4.27 -4.57  -0.962
C 3.03 -4.34 1.50  -2.074
H 5.40 -1.06 2.68  0.375
H 1.96 3.82 1.55  0.667
C -0.64 4.51 -0.37  1.106
C 0.02 -0.04 -4.95  -0.536
O 1.73 -2.32 1.20  0.040
H -3.03 0.56 -3.47  0.450
C 0.24 -5.13 -5.07  -0.656
C 0.15 4.60 0.77  0.882
C 4.60 1.60 0.66  -1.386
H -5.20 -3.35 -1.36  0.488
Ge 2.57 -1.49 2.72  -0.836
H -0.91 -2.42 1.62  -0.373
H 3.14 -5.35 1.13  0.491
C 4.37 1.42 3.13  -1.519
H 0.76 -5.50 1.50  0.579
H 3.29 2.39 -3.26  0.597
H 0.57 3.24 -5.50  0.421
H -5.49 0.47 -3.25  0.446
C -1.49 -3.70 -4.22  -0.845
C -1.80 -1.85 1.42  0.398
C 0.82 -3.14 -3.88  -0.244
N 1.12 2.33 0.36  0.277
C 0.38 1.11 -5.61  -0.893
H 1.56 -2.46 -3.48  0.429
C 0.55 -4.44 1.43  -1.643
H 0.09 1.73 3.95  0.070
H 0.07 -1.00 -5.45  0.504
H -1.95 7.63 -0.43  0.409
H -1.72 2.04 0.31  -1.414
H 0.53 3.04 2.19  0.095
C 1.78 -3.69 0.88  1.560

Its HOMO energy (alpha / beta) is -0.26588 / -0.26600 Eh. The calculation puts the HOMO-LUMO gap (alpha / beta) at 7.597 / 5.543 eV. The calculation puts the energy above the lowest of the compared OMol25 structures with the same formula, charge and spin at 2.077 eV. Its spin multiplicity is 2. As for the net charge: 0. The calculation puts the lowest unoccupied orbital energy (alpha / beta) at 0.36 / -1.69 eV.


Entry 2:
C4H5N3O | ωB97M-V/def2-TZVPD

Last column: Mulliken charge in e.
Element x y z (Å)
C -1.92 0.66 -0.14  -0.692
C 2.37 -0.31 -0.31  -0.203
H 2.34 0.76 -1.03  0.240
H -2.61 1.38 -0.41  0.402
H -1.30 -2.54 0.16  0.291
C -1.30 -1.35 0.04  0.071
N 1.38 -1.08 0.16  -0.548
N -0.10 -0.58 0.01  0.332
O 0.42 1.57 0.08  -0.652
H 3.35 -0.97 0.31  0.289
H 0.15 2.46 1.46  0.301
C -0.54 0.68 -0.27  0.621
N -2.25 -0.68 -0.07  -0.452

Its HOMO energy is -0.31590 Eh. The calculation puts the HOMO-LUMO gap at 6.692 eV. The calculation puts the energy above the lowest of the compared OMol25 structures with the same formula, charge and spin at 10.010 eV. Its spin multiplicity is 1. As for the net charge: 0. The calculation puts the lowest unoccupied orbital energy at -1.90 eV.


Entry 3:
C2H3LiO2Rh | ωB97M-V/def2-TZVPD

Last column: Mulliken charge in e.
Element x y z (Å)
H -1.56 1.54 0.68  0.281
C -0.24 0.57 -0.62  0.578
O -0.64 -0.10 1.62  -0.899
H 1.71 0.35 -3.25  0.181
C -0.59 0.99 0.79  -0.046
H 0.14 1.78 1.10  0.296
Rh 0.91 -0.49 -1.97  0.061
Li -0.41 0.56 3.26  0.905
O 0.37 1.36 -1.40  -0.358

Its HOMO energy (alpha / beta) is -0.47368 / -0.47333 Eh. The calculation puts the HOMO-LUMO gap (alpha / beta) at 8.216 / 5.443 eV. The calculation puts the energy above the lowest of the compared OMol25 structures with the same formula, charge and spin at 2.441 eV. Its spin multiplicity is 5. As for the net charge: +1. The calculation puts the lowest unoccupied orbital energy (alpha / beta) at -4.67 / -7.44 eV.


Entry 4:
C4H12N2O | ωB97M-V/def2-TZVPD

Last column: Mulliken charge in e.
Element x y z (Å)
H -4.38 0.65 0.73  0.289
N 1.87 0.39 -0.41  -0.079
H 3.58 -0.30 0.38  0.477
H -1.01 -1.54 -0.20  0.525
H 1.46 1.26 -0.35  0.333
H 3.23 1.18 1.04  0.420
H 2.09 0.13 -1.33  0.352
H -0.37 -0.77 -1.35  0.379
C -5.02 0.24 0.03  -0.052
C 3.19 0.63 0.20  -1.191
O -2.27 0.74 0.01  -0.344
N -1.10 0.51 0.00  0.138
H -5.48 1.01 -0.69  0.340
H -5.22 -0.84 0.28  0.338
H 3.79 1.04 -0.48  0.463
H 1.43 -1.51 0.37  0.540
C -0.39 -0.68 -0.29  -0.703
C 1.05 -0.58 0.36  -0.705
H 1.11 -0.41 1.37  0.481

Its HOMO energy is -0.62376 Eh. The calculation puts the HOMO-LUMO gap at 5.700 eV. The calculation puts the energy above the lowest of the compared OMol25 structures with the same formula, charge and spin at 7.680 eV. Its spin multiplicity is 1. As for the net charge: +2. The calculation puts the lowest unoccupied orbital energy at -11.27 eV.


Entry 5:
C30H28FIIrN5O6 | ωB97M-V/def2-TZVPD

Last column: Mulliken charge in e.
Element x y z (Å)
N 0.27 0.48 -2.11  -0.381
I -1.40 -2.64 5.59  0.157
O 2.64 0.14 -6.42  -0.589
C 1.95 0.34 -3.78  -0.597
H 5.33 -7.56 4.87  0.439
C -0.25 -2.79 1.40  -0.019
C -0.44 -6.90 2.70  -1.044
H 6.30 -6.92 6.21  0.381
H -0.14 1.57 -6.95  0.161
H 1.08 1.15 -8.10  0.257
N 0.74 1.13 -7.15  -0.321
C -0.31 0.80 -4.40  -0.685
C 5.11 -5.40 5.23  -0.503
C 1.03 -7.15 2.76  -0.413
O -2.60 -2.80 1.24  -0.581
H 6.87 -3.22 4.40  0.430
C -1.20 1.29 2.77  0.035
H 2.85 -5.59 3.81  0.741
H -1.30 -4.46 2.15  0.837
C 1.53 0.61 -6.20  0.353
N 7.09 -6.56 4.31  -0.148
H 2.98 0.17 -4.06  0.500
H 1.40 -7.90 3.45  0.333
O -0.44 2.10 0.68  -0.556
H 5.42 -4.76 6.07  0.381
C 1.94 -4.05 2.66  -0.129
H 0.41 -5.77 4.42  0.509
H -1.10 -7.45 3.35  0.277
H 4.06 -5.61 5.37  0.423
H 8.63 -5.18 3.90  0.408
C 6.72 -4.16 3.87  -0.722
H 1.58 -7.07 1.83  0.237
C 4.29 -4.05 3.33  -0.206
C -1.12 2.45 1.83  0.200
O -1.51 -1.30 0.02  -0.712
H 6.81 -6.72 3.33  0.384
H 7.79 -7.29 4.51  0.370
C -1.32 -0.93 4.42  -0.330
C 1.00 -2.15 1.28  1.549
C -1.58 -2.28 0.89  0.220
C 1.55 0.29 -2.47  -0.217
C 4.43 -2.82 2.58  0.400
O -1.55 3.54 1.98  -0.439
N 0.69 -4.63 2.65  0.437
C -0.08 -0.44 4.02  -0.289
H -1.10 0.99 -5.11  0.339
F 5.61 -2.21 2.58  -0.283
H -1.66 0.87 -2.72  0.451
C -0.03 0.65 3.18  -0.170
C 1.01 0.60 -4.77  0.809
C -2.49 -0.28 4.05  -0.484
H -3.33 1.37 2.96  0.513
C 0.45 -5.89 3.34  -0.436
H -0.86 -6.67 1.73  0.341
O 1.25 -1.07 0.69  -1.358
C -0.33 -3.99 2.07  -0.729
C 7.69 -5.20 4.44  -0.788
C -0.64 0.73 -3.06  -0.354
C 5.91 -6.71 5.22  -0.809
C 2.13 -2.82 1.96  0.917
H 3.53 -1.29 1.42  0.662
H 0.82 -0.90 4.38  0.643
N 5.32 -4.61 4.01  0.120
H 6.94 -3.99 2.82  0.571
H -3.45 -0.66 4.38  0.434
C -2.43 0.85 3.25  -0.580
H 0.94 1.07 2.89  0.562
H 2.24 0.10 -1.66  0.545
Ir -0.38 0.32 -0.02  1.995
H 7.90 -5.05 5.50  0.371
C 3.00 -4.64 3.33  -0.941
C 3.39 -2.23 1.94  -0.874

Its HOMO energy (alpha / beta) is -0.56124 / -0.56452 Eh. The calculation puts the HOMO-LUMO gap (alpha / beta) at 6.384 / 2.983 eV. Its spin multiplicity is 6. As for the net charge: +3. The calculation puts the lowest unoccupied orbital energy (alpha / beta) at -8.89 / -12.38 eV.


Entry 6:
C28H60GaO12S6 | ωB97M-V/def2-TZVPD

Last column: Mulliken charge in e.
Element x y z (Å)
O 4.96 1.10 -6.89  -0.684
H -6.01 -3.12 0.28  0.411
S -6.53 -2.54 -1.98  1.098
C -6.10 -5.08 -2.47  -0.637
C 0.08 2.79 4.76  -0.761
C 1.56 0.88 5.28  -0.302
C -5.86 -4.91 -0.96  -0.582
H -1.24 1.84 3.28  0.518
C -1.72 -3.66 2.45  -0.858
H 0.29 -4.36 2.05  0.345
H 1.72 2.84 6.22  0.519
O -2.88 -4.56 0.24  -0.693
H -6.74 -5.26 -0.41  0.301
O -5.57 -1.85 -2.79  -0.614
H -5.16 -4.92 -3.00  0.299
H -4.69 -0.21 -5.47  0.358
C 6.28 -1.39 3.07  -0.680
C 3.10 1.43 -5.01  -0.627
C -6.84 0.83 -4.05  0.590
H -8.84 0.68 -4.90  0.347
H 5.87 -3.52 5.67  0.333
H -7.61 -0.24 -5.78  0.321
C 5.58 6.19 3.37  -0.586
H 4.24 -0.58 2.84  0.310
H 3.22 -1.60 -6.90  0.390
H -7.11 -3.78 -3.93  0.393
O 3.40 -2.84 4.96  -0.720
H 1.04 -2.31 0.91  0.404
O -3.27 -2.17 0.92  -0.678
C 4.76 -1.49 3.13  -0.547
C -5.64 -3.42 -0.69  -0.165
C -0.19 1.92 3.55  -0.901
C -0.21 -3.43 2.32  -0.498
C 3.64 6.04 1.84  -0.755
C 1.67 1.07 -5.45  -0.540
C 1.49 2.41 5.24  -0.335
H -6.46 -6.07 -2.72  0.370
H 4.92 4.76 4.92  0.385
H 2.54 0.49 5.01  -0.092
C 4.78 6.96 2.31  -0.578
H 0.02 3.85 4.51  0.393
O -0.66 -0.43 4.66  -0.753
H -0.47 -3.71 -0.45  0.420
S 0.41 0.30 4.03  1.293
O 1.97 5.30 3.76  -0.692
S 4.19 0.34 -5.93  1.152
H 6.27 6.83 3.90  0.352
C 6.82 -2.54 3.94  -0.611
O 1.16 -0.28 2.94  -0.601
H -0.65 2.59 5.55  0.361
H -7.70 1.53 -5.95  0.350
C -5.49 1.47 -4.44  -0.966
H 6.66 -3.49 3.43  0.297
H -8.10 -4.23 -2.51  0.386
O -7.67 -1.86 -1.41  -0.801
C -4.37 0.43 -4.64  -0.269
H 3.37 2.46 -5.23  0.355
H -2.39 1.28 -6.76  -0.275
C 6.02 -2.53 5.26  -0.701
Ga -2.62 1.36 -5.15  0.007
H 0.95 1.25 -4.66  0.270
S -2.41 -3.33 0.83  1.340
H 0.40 2.24 2.69  0.332
H 2.75 -0.10 -7.74  0.352
H 1.76 -1.04 -5.00  0.268
H 4.39 -2.33 2.55  0.367
H -1.09 -2.05 -0.68  0.528
H 0.22 -3.09 3.27  0.233
H 2.74 6.59 1.57  0.365
H -5.01 -5.50 -0.62  0.273
C -7.81 0.69 -5.25  -1.345
H 4.09 6.34 4.95  0.385
H -2.66 2.89 -4.64  -0.240
H 6.15 5.39 2.89  0.298
O 4.86 -0.55 -5.01  -0.669
H 5.41 7.26 1.47  0.319
H 3.94 5.41 1.00  0.375
H -0.32 -1.41 1.57  0.024
H 1.24 0.47 6.24  0.420
H -1.38 0.62 -4.38  -0.326
H 7.88 -2.44 4.13  0.329
H 6.65 -1.45 2.05  0.380
C 4.54 5.58 4.31  -0.755
O 3.59 3.61 2.85  -0.659
C 0.00 -2.39 1.21  -0.259
H 1.39 1.70 -6.30  0.254
C -0.88 -2.84 0.05  -1.009
C -7.10 -4.00 -2.86  -0.790
H -4.60 -3.14 -0.79  -0.146
H -5.59 2.02 -5.38  0.241
H 3.26 1.22 -3.95  0.349
O 4.27 -0.57 5.55  -0.733
H 4.36 7.86 2.75  0.293
S 3.26 4.96 3.22  1.283
H -6.62 -0.19 -3.71  -0.474
H -2.17 -2.97 3.15  0.388
H -1.96 -4.69 2.73  0.386
C 2.90 -0.57 -6.77  -0.667
C 1.68 -0.40 -5.88  -0.613
H -4.29 -0.15 -3.72  0.093
H 6.61 -0.43 3.49  0.307
H 2.23 2.78 4.53  -0.072
H -7.34 1.34 -3.23  0.417
H 0.76 -0.66 -6.39  0.354
H 6.48 -1.88 6.00  0.335
S 4.41 -1.83 4.85  1.290
H -5.18 2.20 -3.68  0.355

Its HOMO energy is -0.14986 Eh. The calculation puts the HOMO-LUMO gap at 5.488 eV. Its spin multiplicity is 1. As for the net charge: -1. The calculation puts the lowest unoccupied orbital energy at 1.41 eV.


Summary of E_tot in Ha
-5017.79350 -394.59972 -346.07126 -343.43985 -2386.04875 -6319.57692
(order as listed above)